Record 1
2 unconnected molecules or ions with the total composition CH5O2P. Source: the OMol25 dataset; level of theory: wB97M-V/def2-TZVPD.

XYZ file:
```
9
Properties=species:S:1:pos:R:3:forces:R:3:lowdin_charge:R:1
C 1.381 0.537 1.455 -1.225 -0.220 -1.262 -0.0519
O -0.331 0.875 -1.305 -0.074 -0.217 -0.062 -0.2957
O -0.948 -1.518 -0.969 0.082 -0.405 -0.288 -0.2917
P -0.473 -0.238 -0.130 0.918 1.024 1.204 0.7588
H 2.239 0.075 0.936 -0.091 -0.150 -0.017 -0.1031
H 1.184 -0.115 2.318 -0.094 -0.171 -0.007 -0.1074
H 0.319 1.537 -1.062 0.321 0.230 0.096 0.0411
H -1.642 -1.334 -1.618 0.070 -0.036 0.100 0.0662
H -1.729 0.181 0.375 0.092 -0.056 0.236 -0.0164
```
Positions in Å, forces in eV/Å.

## Properties
HOMO-LUMO gap ... 0.317 Ha
E_LUMO ... 0.0 eV
E_HOMO ... -8.6318 eV

***

Record 2
2 unconnected molecules or ions with the total composition CH5O2PS. Source: the OMol25 dataset; level of theory: wB97M-V/def2-TZVPD.

XYZ file:
```
10
Properties=species:S:1:pos:R:3:forces:R:3:lowdin_charge:R:1
P 0.788 1.889 0.368 -1.072 3.097 -1.356 0.2161
S 0.659 2.689 2.112 0.089 -0.468 0.825 0.0268
H 1.764 2.522 -0.412 0.446 -0.392 -0.072 -0.0754
H 0.733 0.626 -0.076 0.725 -1.482 0.239 -0.1223
H -0.288 2.309 -0.493 0.270 -0.220 0.402 -0.0488
O -0.722 -0.641 0.039 0.190 0.575 0.523 0.0173
C -1.046 -1.779 -0.046 -0.499 0.244 -1.093 -0.4174
O -0.425 -2.743 -0.665 3.139 -2.110 -1.385 0.0815
H -2.009 -2.196 0.180 -0.839 0.034 0.836 0.1384
H 0.545 -2.676 -1.005 -2.449 0.722 1.083 0.1838
```
Positions in Å, forces in eV/Å.

## Properties
HOMO-LUMO gap ... 0.323 Ha
E_LUMO ... 0.2 eV
E_HOMO ... -8.5592 eV

***

- The highest HOMO-LUMO gap belongs to which entry?
  CH5O2PS

***

- Which of these has the lowest E_HOMO?
  CH5O2P

***

- The lowest HOMO-LUMO gap belongs to which entry?
  CH5O2P